Below is 8 unconnected molecules or ions with the total composition C9H36NO7 at a distorted geometry, with properties calculated with the ωB97M-V functional and the def2-TZVPD basis.

E = -25733.67316 eV
Frontier orbital gap = 0.354 Ha
HOMO energy = -0.454 Ha
Strongest force on any atom = 3.15 eV/Å
Total charge = +1

The geometry in XYZ format:
```
53
Properties=species:S:1:pos:R:3:forces:R:3
N -0.1036 0.5188 0.0533 0.187 1.081 0.373
H 0.7473 0.0630 0.3504 0.434 -0.986 0.052
H 0.1416 1.1986 -0.6523 -0.388 0.248 -0.498
H -0.4696 0.9869 0.8700 -0.397 0.513 0.612
H -0.8328 -0.1181 -0.2343 -0.209 -0.668 -0.812
C -2.4886 -4.2225 2.1421 -0.499 -0.170 -0.373
C -1.7871 -3.9455 0.7921 -0.856 1.401 1.474
C -0.5301 -3.1328 1.0827 0.341 -1.611 -0.477
O -1.5279 -5.1454 0.1512 1.166 -0.732 -0.726
H -2.3846 -3.4440 2.8979 -0.086 0.237 -0.246
H -2.1174 -5.1361 2.6064 0.247 -0.050 -0.226
H -3.5462 -4.3897 1.9385 -0.156 0.013 0.258
H -2.3958 -3.3101 0.1488 -0.501 0.003 0.058
H -0.7450 -2.3282 1.7860 0.150 0.027 -0.278
H -0.0413 -2.8243 0.1586 -0.058 0.365 0.040
H 0.1257 -3.8811 1.5278 0.427 0.305 0.412
H -2.3232 -5.5614 -0.1894 -0.145 0.174 0.134
C 1.7277 -1.0816 -3.5980 0.875 -0.321 -0.625
C 1.4567 0.4088 -3.4924 -0.709 -1.262 0.159
C 2.2555 1.2777 -4.4404 0.021 -0.356 -0.904
O 0.0422 0.4484 -3.6941 -0.090 0.749 -0.143
H 1.3085 -1.7161 -2.8172 -0.020 0.426 0.338
H 2.7951 -1.2873 -3.6779 0.085 -0.067 0.160
H 1.2808 -1.4594 -4.5176 -0.004 0.181 -0.176
H 1.6129 0.7420 -2.4664 0.466 0.113 0.220
H 1.9290 2.3176 -4.4339 0.410 0.167 0.545
H 2.1627 1.0303 -5.4979 -0.604 -0.559 -0.046
H 3.3232 1.1033 -4.3079 0.079 0.603 0.582
H -0.1973 1.3288 -3.3955 -0.418 0.100 -0.058
C 0.6563 2.4819 2.6884 -0.542 -0.185 1.782
C -0.7176 2.1702 3.3698 -1.166 2.577 -1.393
C -1.6529 3.4425 3.5350 1.609 -0.515 0.344
O -1.3614 1.4202 2.3873 -0.584 -2.125 -0.815
H 0.6278 2.5186 1.5994 -0.441 0.545 0.222
H 1.3457 1.6717 2.9261 0.157 0.006 0.186
H 1.0018 3.4056 3.1525 0.425 0.031 -0.396
H -0.6497 1.7148 4.3578 0.306 -0.492 -0.204
H -1.6631 4.0463 2.6275 0.630 0.261 0.139
H -1.2199 3.9066 4.4211 -0.402 0.899 -0.194
H -2.7191 3.2793 3.6926 0.116 -0.780 0.432
H -2.2706 1.2279 2.6278 -0.097 -0.023 0.140
O -1.8754 -1.0761 -1.0889 -0.419 -0.142 0.007
H -2.8178 -0.9265 -1.1643 -0.337 0.075 0.031
H -1.6617 -1.6399 -1.8323 0.287 -0.152 -0.333
O 1.9800 -0.8028 0.9294 0.356 -0.084 0.315
H 2.6909 -0.1653 0.8628 0.408 0.310 -0.101
H 2.4004 -1.6483 0.7727 -0.038 -0.427 -0.038
O 2.8312 2.0746 0.1644 -0.309 -0.389 -0.091
H 3.0416 2.2582 1.0799 0.114 0.181 0.341
H 2.9593 2.9107 -0.2837 0.221 0.189 -0.183
O -0.1276 2.7263 -1.8477 0.077 -0.111 0.066
H 0.5801 3.3598 -1.7292 0.262 0.226 -0.010
H -0.7966 3.2030 -2.3391 -0.380 0.200 -0.079
```
Forces are in eV/Å.